Record 1
ORCA calculation (ωB97M-V/def2-TZVPD) on an isolated molecule of ClNO4S in a non-equilibrium geometry.

XYZ file:
```
7
Properties=species:S:1:pos:R:3:forces:R:3
N 1.1342 -0.5773 1.0555 3.0830 0.7056 0.3126
O -0.1809 -0.6754 0.7212 -1.5693 0.2497 -0.5748
O -2.1519 -0.2749 -0.5849 1.4579 0.4392 0.3992
O -0.4781 1.5816 -0.5338 0.1069 -1.1644 0.7840
O 1.7871 0.1398 0.3879 -0.8465 -0.7801 0.6255
S -0.7959 0.1897 -0.5072 -1.9356 0.3285 -2.5078
Cl 0.1723 -0.6306 -2.1531 -0.2964 0.2215 0.9613
```
Forces are in eV/Å.

Values from the calculation:
Spin multiplicity: 1
HOMO level in eV: -11.881
Relative energy (zero: lowest compared OMol25 entry of this formula, charge and spin) in kJ/mol: 0.00
SMILES string: O=NOS(=O)(=O)Cl
E_LUMO in eV: -1.2341
F_max in eV/Å: 3.18
Calculated total energy in hartree: -1213.9679

=====

Record 2
ORCA calculation (ωB97M-V/def2-TZVPD) on an isolated molecule of C2H6N2S2 in a non-equilibrium geometry.

XYZ file:
```
12
Properties=species:S:1:pos:R:3:forces:R:3
C 1.0926 0.2211 -1.9875 -1.0905 -1.1183 0.4476
C -0.6867 -0.4399 0.8547 0.2117 -1.4549 -0.7391
H 2.1071 0.1092 -1.5922 -0.2277 0.4743 -0.0665
H 0.5843 -0.7803 -1.9411 0.6005 0.9616 -0.0750
H 1.0605 0.5321 -3.0326 0.1802 0.2738 0.1599
H 0.2053 1.3616 1.2179 0.2319 -0.1253 0.1016
H -0.8513 0.3347 2.5816 -0.3046 1.3075 1.5636
H -1.5328 -1.2009 2.4969 -0.0888 -0.1448 0.1928
N 0.0138 0.6744 0.5044 -0.3343 0.2506 -0.2479
N -0.7955 -0.5738 2.2302 0.0378 -0.8514 -1.9087
S -0.0219 1.3567 -1.0497 0.7887 -0.4089 -0.7444
S -1.1753 -1.5949 -0.2826 -0.0049 0.8357 1.3161
```
Forces are in eV/Å.

Values from the calculation:
Spin multiplicity: 1
HOMO level in eV: -8.397
Relative energy (zero: lowest compared OMol25 entry of this formula, charge and spin) in kJ/mol: 12.45
SMILES string: CSNC(N)=S
E_LUMO in eV: 0.4489
F_max in eV/Å: 2.09
Calculated total energy in hartree: -985.6788

=====

Record 3
ORCA calculation (ωB97M-V/def2-TZVPD) on a structure of composition C33H83Ca3N5O15S in a non-equilibrium geometry.

XYZ file:
```
140
Properties=species:S:1:pos:R:3:forces:R:3
Ca 22.0970 -18.0052 1.2816 0.3510 0.6396 -0.9656
Ca 26.5752 -18.8936 5.7206 0.1711 -0.2364 0.1894
Ca 22.1873 -15.8380 6.2519 -0.6956 0.1156 0.1124
S 23.6749 -17.2571 4.2925 0.2409 -0.3100 -0.6982
O 23.8012 -15.8735 4.7706 1.3220 0.3619 -0.5421
O 22.4019 -17.6670 4.9334 -0.5276 -1.2213 0.5358
O 23.5413 -17.3670 2.8242 0.2746 0.5698 0.6913
O 24.8002 -18.1065 4.7244 -0.9228 0.5224 -0.2076
C 25.6636 -21.7854 12.0141 -0.1672 0.9314 0.0062
O 26.2770 -21.5017 10.7560 0.3185 0.0979 0.2614
C 25.3942 -21.3920 9.6800 0.4250 -0.4723 0.0282
C 26.2076 -20.6719 8.6043 0.4043 0.8290 -0.0941
N 25.4702 -19.8492 7.6085 -0.5588 -0.9118 0.0927
C 24.5057 -20.6502 6.8033 0.4073 0.3169 -0.1467
C 25.1972 -21.6672 5.8837 -0.5684 0.0094 0.8932
O 25.8968 -20.9919 4.8292 -0.3940 0.3166 0.2243
C 26.5760 -21.8153 3.8742 0.0988 -0.5685 0.2083
H 24.9897 -20.9427 12.2215 -0.3863 -0.4282 0.0831
H 26.4120 -21.7164 12.7991 0.2700 -0.3384 -0.2557
H 25.1630 -22.7524 12.0316 -0.0623 0.0204 -0.0158
H 24.4797 -20.8303 9.9287 0.0526 0.0950 0.0536
H 25.1089 -22.4101 9.3814 -0.2940 0.1513 -0.2478
H 26.8843 -21.3339 8.0623 -0.1754 -0.2403 0.0518
H 26.8838 -19.9742 9.1048 -0.1021 -0.0961 0.2783
H 24.9088 -19.1486 8.0870 0.1687 -0.0902 0.2479
H 23.9454 -19.9069 6.2267 -0.0827 -0.3152 -0.3163
H 23.7626 -21.1775 7.4068 0.2205 -0.1151 0.1770
H 24.3661 -22.3229 5.6075 0.3365 -0.0533 -0.9794
H 25.9005 -22.2930 6.4363 0.0163 -0.0120 0.0442
H 26.9906 -21.1545 3.1166 -0.0133 -0.0346 -0.0134
H 25.8922 -22.5338 3.4195 -0.0759 0.1272 -0.0361
H 27.3796 -22.3814 4.3520 0.0095 0.0705 -0.0024
C 22.9253 -10.3921 5.0584 0.1551 0.7478 -0.2536
O 23.4679 -11.2357 6.0724 -0.3652 -0.4211 0.2664
C 23.9690 -12.4392 5.5594 0.7039 0.6677 -0.0108
C 24.4572 -13.3504 6.6548 0.2063 -0.9426 0.6076
N 23.3647 -14.1395 7.3324 -0.0862 1.0068 0.6588
C 22.2356 -13.2503 7.7951 0.0948 -0.5938 -0.2656
C 21.1931 -14.0705 8.5278 -0.2329 0.2210 0.2198
O 20.5987 -15.0694 7.6456 0.1563 0.0941 0.4810
C 19.3550 -15.6030 8.1809 -0.2036 0.3951 -1.2499
H 21.8376 -10.3334 5.1191 -0.0504 -0.3710 -0.0783
H 23.2669 -10.6923 4.0654 -0.1876 -0.1308 -0.0106
H 23.2785 -9.3696 5.1987 0.1509 -0.1170 0.2229
H 24.8130 -12.1800 4.9091 0.0572 -0.3447 -0.1043
H 23.2567 -12.9809 4.9176 -0.2289 0.0287 0.0321
H 25.0451 -12.9132 7.4670 -0.1729 0.8605 -0.3859
H 25.1451 -14.0890 6.2343 -0.2410 -0.0458 -0.2952
H 23.7812 -14.3827 8.2315 0.0477 -0.4223 -0.1528
H 21.7418 -12.7715 6.9486 0.2243 0.0332 -0.1087
H 22.6436 -12.4576 8.4232 -0.2717 0.0660 0.1006
H 20.4210 -13.3673 8.8463 -0.1193 -0.2041 0.1207
H 21.5680 -14.6181 9.3964 0.1263 0.2334 0.1149
H 18.6740 -14.7552 8.2352 -0.1193 -0.1603 0.6343
H 19.4912 -16.1796 9.0910 0.0708 0.2874 0.1923
H 18.9461 -16.2386 7.3936 0.1036 -0.1801 0.1246
C 24.3641 -20.3429 1.3438 -0.0452 -0.0836 -0.5326
O 23.0407 -19.9660 1.7282 -0.1710 -0.7854 -0.2983
C 22.4980 -20.7849 2.7969 -0.0689 1.0963 0.0098
C 21.0265 -20.4118 2.9522 -0.4361 -0.8751 -0.6371
N 20.7907 -18.9438 2.9790 -0.9638 -1.3312 0.3851
C 19.3313 -18.6715 3.1986 0.4460 1.5557 -0.3380
C 18.8888 -18.7531 4.6499 -0.2125 -0.4093 -0.2368
O 18.5788 -20.0806 4.9646 0.2021 0.2792 0.1018
C 18.0751 -20.2572 6.2810 -0.2207 -0.4096 0.0555
H 24.4091 -21.4048 1.0975 -0.0356 -0.0809 0.2852
H 25.0778 -20.0715 2.1195 0.0244 -0.0201 0.0939
H 24.5922 -19.8298 0.4104 0.0581 0.2355 0.1384
H 23.0936 -20.4919 3.6693 -0.0937 -0.4548 0.2231
H 22.6236 -21.8292 2.5161 -0.0456 -0.0792 0.2715
H 20.5353 -20.9075 3.7941 0.4550 0.0821 0.3181
H 20.4717 -20.8497 2.1148 0.1395 0.2635 -0.2359
H 21.2277 -18.6636 3.8467 0.2811 0.4714 0.1275
H 18.7051 -19.1992 2.4809 0.0432 -0.5515 0.3453
H 19.1794 -17.6241 2.9002 0.0617 0.0224 0.1151
H 18.0487 -18.0607 4.7929 -0.2335 -0.2766 0.0282
H 19.6883 -18.3847 5.3147 0.2063 0.0672 -0.0408
H 17.2345 -19.5876 6.4752 -0.0613 -0.0461 -0.0433
H 18.8252 -20.1252 7.0703 0.2062 0.1921 -0.2279
H 17.7480 -21.2933 6.3226 -0.1709 0.0891 0.1023
C 26.6327 -16.5551 8.3471 -0.0935 -0.0960 1.0072
O 26.4826 -16.8045 6.9526 0.5797 -0.0677 -0.4764
C 27.3963 -15.9853 6.2167 0.8424 0.9984 -1.3331
C 27.3520 -16.1117 4.6865 -0.6919 -0.2978 0.5380
N 27.7277 -17.4870 4.2257 0.7971 1.2311 -0.7741
C 27.3001 -17.7972 2.8552 -0.7920 -0.7196 -1.1795
C 27.9979 -17.0904 1.7019 0.5914 0.2604 0.4136
O 27.8011 -15.7075 1.8232 -0.3229 0.2418 0.6582
C 28.6629 -14.8960 1.0391 0.0743 -0.0172 -0.7490
H 26.1552 -15.6283 8.6787 -0.1061 0.0535 -0.3969
H 27.6740 -16.4799 8.6686 0.0802 -0.1519 -0.2947
H 26.1760 -17.3777 8.8973 -0.0114 -0.0159 -0.0929
H 28.4440 -16.1686 6.4822 -0.1751 -0.1324 0.6462
H 27.1834 -14.9252 6.3789 0.0535 -0.0513 0.4541
H 28.0501 -15.3977 4.2547 -0.0826 0.2107 0.2189
H 26.3543 -15.8192 4.3560 0.0194 -0.3196 -0.3212
H 28.7368 -17.4070 4.0708 0.0330 -0.3639 0.7012
H 26.2251 -17.6739 2.6994 -0.0139 0.1653 0.4939
H 27.4945 -18.8680 2.7067 -0.0038 0.0144 -0.0798
H 27.6060 -17.4673 0.7513 0.0151 -0.1693 0.0015
H 29.0719 -17.3221 1.7440 0.0323 0.0000 -0.1596
H 28.7668 -13.8971 1.4590 -0.1839 -0.1560 0.3488
H 28.2301 -14.7688 0.0404 0.2230 -0.1114 -0.0476
H 29.6558 -15.3465 0.9629 -0.0216 0.0474 -0.0591
C 22.3159 -9.1403 -1.4359 -1.7483 -0.5821 -0.2258
O 23.3633 -9.8029 -0.7980 0.3572 -0.2852 0.7324
C 24.4975 -8.9776 -0.5632 0.1325 0.0462 -0.7206
C 25.5229 -9.7504 0.2360 -0.3731 -0.8041 -0.6276
N 25.0364 -9.9496 1.6206 0.5743 -0.2034 -0.8408
C 26.0021 -10.6818 2.4322 -0.3451 0.1445 0.2297
C 25.9983 -12.1902 2.2112 -0.2459 0.1130 -0.1816
O 24.6273 -12.5950 2.3133 0.2896 -0.1478 -0.0890
C 24.4750 -13.9801 2.4875 -0.5578 0.6139 0.1429
H 22.5340 -8.7886 -2.4486 0.4219 0.4559 0.2754
H 21.8084 -8.4107 -0.7942 0.5987 0.5067 -0.1817
H 21.5000 -9.8600 -1.5999 0.3910 -0.2441 0.0674
H 24.2420 -8.0491 -0.0448 -0.1855 -0.0327 0.0332
H 24.8817 -8.7337 -1.5605 0.3500 0.2499 0.1783
H 26.5212 -9.3362 0.0909 -0.0987 0.5339 0.7422
H 25.6172 -10.7350 -0.2540 -0.0612 0.0067 -0.1304
H 24.2555 -10.5730 1.4259 -0.3043 0.2590 0.6146
H 25.7512 -10.5515 3.4913 -0.0227 0.1912 -0.0116
H 26.9773 -10.2165 2.2881 0.1486 -0.2897 0.0030
H 26.5874 -12.6892 2.9910 0.1104 -0.0449 0.0039
H 26.3647 -12.5007 1.2270 0.1521 0.0514 0.0013
H 24.6423 -14.2343 3.5382 0.3609 -0.2156 -0.2249
H 25.0959 -14.5719 1.8090 0.1653 -0.0241 0.0942
H 23.4181 -14.1827 2.2810 0.0460 -0.1739 -0.0466
C 25.7335 -17.3461 -1.4245 0.0636 -0.4088 0.2866
C 24.7637 -16.6201 -0.4823 0.8414 0.5275 -1.6821
C 24.5567 -15.2081 -0.9699 0.1744 1.4655 0.0660
O 23.4946 -17.3407 -0.5528 -0.3518 -0.3819 0.8450
H 25.7808 -18.4185 -1.2121 -0.0325 0.0264 0.1429
H 26.7563 -16.9778 -1.3516 -0.1019 0.2276 0.0126
H 25.4306 -17.2574 -2.4702 -0.0836 0.1938 0.0317
H 25.1761 -16.5873 0.5265 -0.5523 -0.4616 0.2881
H 24.2654 -15.1239 -2.0182 -0.1066 -0.3662 0.0088
H 25.4694 -14.6041 -0.8964 0.2625 -0.4654 -0.0382
H 23.8744 -14.5718 -0.3963 -0.3356 -0.5562 0.1328
H 23.3977 -17.6406 -1.4679 -0.0208 0.1311 0.0218
```
Forces are in eV/Å.

Values from the calculation:
Spin multiplicity: 1
HOMO level in eV: -15.312
Relative energy (zero: lowest compared OMol25 entry of this formula, charge and spin) in kJ/mol: 0.00
E_LUMO in eV: -9.6536
Net charge: +4
F_max in eV/Å: 1.95
Calculated total energy in hartree: -5139.4656

=====

Record 4
ORCA calculation (ωB97M-V/def2-TZVPD) on a structure of composition C7H10I2NO in a non-equilibrium geometry.

XYZ file:
```
21
Properties=species:S:1:pos:R:3:forces:R:3
C 0.4811 1.9176 0.2632 -0.9563 -0.0244 -0.0200
C -0.8678 1.6332 0.2480 -1.8836 -5.1642 -0.6949
C 1.4478 1.0113 0.0943 2.6186 -1.0623 0.2019
C -1.2448 -0.2593 0.0909 1.2952 4.4967 1.6502
C 1.2462 -0.4881 -0.2069 0.3132 1.3922 1.2227
C -2.5437 -0.7399 0.6675 -0.1500 1.6087 -1.6060
C 0.8469 -0.5659 -1.6449 -1.7596 -1.5669 1.5609
N 0.0444 -0.9108 0.6117 -2.9671 -2.7334 0.8559
O 2.2261 -1.3853 0.1603 1.0683 1.0143 0.3924
I -2.3239 3.0415 -0.1236 0.2730 -0.6066 0.1946
I 3.4790 1.6506 0.0872 -0.8125 -0.2611 0.0069
H 0.6729 2.9431 0.4061 0.7682 1.1181 0.1010
H -3.0778 0.1626 1.0289 0.0799 -0.3805 -0.4079
H -2.3885 -1.3075 1.5679 -0.2428 -1.0795 -0.0053
H -3.1394 -1.1321 -0.2169 0.4263 -0.2610 1.5950
H 0.6792 -1.5800 -1.9703 0.1476 -0.5302 -0.0824
H 1.6174 -0.1413 -2.1730 1.4254 1.2403 -1.6387
H -0.1295 -0.0973 -1.6135 0.0670 0.6368 -1.2072
H -0.1294 -0.8558 1.6838 1.7196 0.5168 -1.7827
H 0.1109 -2.0080 0.4890 -0.7459 2.3123 0.0152
H 2.9931 -0.8886 0.5502 -0.6847 -0.6662 -0.3517
```
Forces are in eV/Å.

Values from the calculation:
Spin multiplicity: 1
HOMO level (alpha / beta) in eV: -12.992 / -11.676
Relative energy (zero: lowest compared OMol25 entry of this formula, charge and spin) in kJ/mol: 0.00
E_LUMO (alpha / beta) in eV: -4.9708 / -4.8326
Net charge: +1
F_max in eV/Å: 5.54
Calculated total energy in hartree: -997.6618